1.
Entry from OMol25: a structure of composition C15H10Cl3F3O9PdS (wB97M-V/def2-TZVPD).

Last column: Löwdin charge in e.
Cartesian coordinates (Å):
1 Pd -0.43447 -0.21630 -0.45300  1.18
2 O 2.06251 -1.95756 2.47221  0.09
3 C 1.15316 -1.40054 1.89595  -0.60
4 O 1.21413 -0.85869 0.73384  -0.13
5 C -0.20491 -1.29874 2.69105  -0.10
6 C -0.77459 0.12962 2.65557  -0.23
7 C -1.86533 0.29343 3.71760  -0.08
8 C -3.04134 -0.49508 3.08868  -0.07
9 C -2.40900 -0.99288 1.77710  -0.25
10 O -1.55866 0.11715 1.43688  -0.15
11 C -1.40673 -2.06816 2.17186  0.00
12 C -0.95839 -3.04839 0.70143  -0.50
13 O -0.72177 -4.13720 1.12735  0.22
14 O -1.04374 -2.38680 -0.31529  0.06
15 H 0.04696 -1.63066 3.69514  0.16
16 H -0.02846 0.91653 2.59659  0.15
17 H -2.11773 1.34426 3.84373  0.12
18 H -1.54770 -0.10175 4.68080  0.12
19 H -3.87684 0.15927 2.84781  0.13
20 H -3.40861 -1.30882 3.71119  0.12
21 H -3.07889 -1.20721 0.95081  0.16
22 H -1.78677 -2.84612 2.82161  0.15
23 Cl 6.21908 2.75309 -2.37758  0.76
24 C 4.72487 1.93088 -2.25134  -0.64
25 C 3.84553 2.28383 -1.22240  -0.12
26 C 2.64453 1.64320 -1.09379  -0.52
27 Cl 1.59814 2.15489 0.16400  0.81
28 C 2.26060 0.57504 -2.00620  -0.40
29 O 1.21547 -0.08837 -1.94811  -0.06
30 C 3.22058 0.28244 -3.06759  -0.56
31 Cl 2.79382 -0.93637 -4.17847  0.80
32 C 4.41449 0.93455 -3.18142  -0.12
33 H 4.11625 3.06904 -0.53172  0.11
34 H 5.10676 0.68755 -3.97252  0.11
35 F -1.13220 1.58622 -4.36595  0.14
36 C -1.84859 0.67566 -3.70506  -0.67
37 F -2.92629 0.37852 -4.42300  0.15
38 F -1.10743 -0.43140 -3.58483  0.11
39 S -2.30955 1.31556 -2.03387  0.51
40 O -2.63423 0.08830 -1.29236  -0.35
41 O -3.37317 2.23873 -2.24903  -0.25
42 O -1.04147 1.85325 -1.52764  -0.38

Results
Charge: 0
Frontier orbital gap (alpha / beta), eV: 9.33 / 6.30
E, eV: -94175.9169
Multiplicity: 5
Energy relative to the best compared isomer or geometry (same formula, charge and spin), eV: 0.298
LUMO (alpha / beta), eV: -0.03 / -3.44

2.
Entry from OMol25: a structure of composition C15H10N2S2SbSe4Tc (wB97M-V/def2-TZVPD).

Last column: Löwdin charge in e.
Cartesian coordinates (Å):
1 Tc -1.33062 -0.21741 0.31804  0.51
2 C -1.61398 -2.83356 2.62711  -0.02
3 C -2.13015 -2.18296 1.38001  -0.34
4 C -3.12743 -1.16791 1.43378  -0.15
5 C -3.66759 -0.58744 0.26802  -0.08
6 C -3.13820 -0.95323 -0.97636  -0.14
7 C -2.11123 -1.92504 -1.05340  -0.12
8 C -1.63418 -2.54084 0.11546  -0.11
9 H -0.55138 -3.05847 2.54368  0.09
10 H -2.14485 -3.77316 2.79408  0.11
11 H -1.77247 -2.19437 3.49405  0.08
12 H -3.50328 -0.85368 2.39995  0.13
13 H -4.45785 0.14726 0.33745  0.14
14 H -3.49837 -0.48062 -1.88016  0.13
15 H -1.69131 -2.19058 -2.01380  0.14
16 H -0.84633 -3.27999 0.04252  0.15
17 S -1.09796 1.30550 -1.28262  0.76
18 C 0.61643 1.48910 -1.64109  -0.59
19 C 1.01987 2.45965 -2.55180  -0.01
20 C 2.37156 2.65021 -2.80147  -0.14
21 C 2.78062 3.67611 -3.72253  -0.14
22 N 3.09352 4.50705 -4.44988  0.23
23 C 3.32766 1.84831 -2.15941  -0.14
24 C 2.92096 0.85468 -1.27851  -0.03
25 C 1.57001 0.69714 -1.01931  -0.58
26 S 0.96273 -0.61648 0.00878  0.49
27 C 4.73274 2.03069 -2.40407  -0.14
28 N 5.86182 2.16338 -2.56278  0.23
29 H 0.28962 3.07901 -3.05660  0.14
30 H 3.66527 0.22445 -0.81001  0.13
31 Se 1.35084 -1.26487 5.52044  0.07
32 Sb 1.36748 1.00973 5.50927  0.69
33 Se -1.05516 0.92197 2.38985  0.22
34 Se 2.18640 -0.46451 1.87630  0.29
35 Se 1.25482 1.52091 2.60499  -0.01

Results
Charge: +2
Frontier orbital gap, eV: 5.94
E, eV: -310474.6139
Energy relative to the best compared isomer or geometry (same formula, charge and spin), eV: 0.000
LUMO, eV: -8.59

3.
Entry from OMol25: a structure of composition C15H10NPtSe2Te2 (wB97M-V/def2-TZVPD).

Last column: Löwdin charge in e.
Cartesian coordinates (Å):
1 Pt 1.10175 1.94680 0.57102  0.15
2 C 4.44598 -0.76484 -0.01131  -0.10
3 C 3.81690 -1.95895 -0.35066  -0.11
4 C 2.43607 -2.00554 -0.40653  -0.06
5 C 1.67754 -0.86486 -0.12812  -0.21
6 C 2.30525 0.34444 0.20759  -0.39
7 C 3.69763 0.36879 0.26115  -0.14
8 C 0.20102 -0.88167 -0.19087  -0.22
9 C -0.53441 -2.09524 -0.32531  0.00
10 C -1.88982 -2.06810 -0.37769  -0.01
11 C -2.57303 -0.83058 -0.30730  -0.16
12 C -3.97996 -0.71550 -0.37158  -0.05
13 C -4.57531 0.51199 -0.30155  -0.09
14 C -3.78477 1.67337 -0.16092  -0.07
15 C -2.42311 1.59197 -0.09115  -0.02
16 C -1.78747 0.33176 -0.16358  -0.19
17 N -0.42715 0.27575 -0.09750  0.05
18 H 5.52850 -0.71929 0.03369  0.09
19 H 4.40004 -2.84383 -0.57412  0.09
20 H 1.95988 -2.93864 -0.68048  0.09
21 H 4.19561 1.29195 0.53447  0.06
22 H -0.00866 -3.03681 -0.36570  0.10
23 H -2.46016 -2.98607 -0.46799  0.11
24 H -4.57361 -1.61672 -0.47629  0.11
25 H -5.65346 0.59826 -0.35300  0.09
26 H -4.26331 2.64319 -0.10625  0.10
27 H -1.80174 2.47175 0.02387  0.00
28 Se 0.96109 1.15236 2.91671  -0.17
29 Te 2.34397 3.16453 2.54541  0.18
30 Te 0.17871 4.51084 0.54035  0.06
31 Se 1.48601 3.44887 -1.32634  -0.29

Results
Charge: -1
Frontier orbital gap (alpha / beta), eV: 5.35 / 5.35
E, eV: -165736.9770
Energy relative to the best compared isomer or geometry (same formula, charge and spin), eV: 0.243
LUMO (alpha / beta), eV: 2.40 / 2.40